Entry 1:
DFT (ωB97M-V/def2-TZVPD) results for a structure of composition C23H22N6O5Sr at a distorted geometry.

Values from the calculation:
- energy relative to the best compared isomer or geometry (same formula, charge and spin) (kcal per mole) = 33.50
- highest occupied orbital energy (eV) = -8.776
- E_LUMO (hartree) = -0.00048
- Kohn-Sham gap (eV) = 8.763
- total energy (eV) = -44221.73520
- largest force on an atom (Eh/bohr) = 0.0549

Structure (XYZ):
```
57
Properties=species:S:1:pos:R:3:forces:R:3:mulliken_charge:R:1
Sr -0.3566 -0.2420 -1.3656 -1.591 -0.004 -0.686 1.89
O 0.1180 0.0822 0.8943 0.538 0.185 1.383 -0.52
C 1.5140 0.2140 1.2741 0.310 0.039 -0.177 3.46
C 2.3749 0.2145 -0.0686 0.086 0.074 0.234 0.03
O 3.5250 0.6009 -0.0039 -0.021 -0.045 0.018 -0.69
O 1.7426 -0.2093 -1.0958 2.776 0.142 0.487 -1.08
C 1.7195 1.5247 2.0098 -0.110 0.073 0.013 -1.22
C 2.9842 1.8838 2.4759 -0.003 -0.019 0.004 -0.06
C 3.1792 3.1004 3.1077 0.014 -0.018 -0.003 -0.92
C 2.1191 3.9790 3.2913 -0.042 0.022 -0.006 -0.40
C 0.8563 3.6233 2.8481 0.034 0.034 0.036 -0.92
C 0.6588 2.4022 2.2138 0.007 -0.048 -0.015 -0.33
C 1.8765 -1.0230 2.0857 -0.021 0.001 0.067 -0.72
C 2.0405 -2.2416 1.4278 0.028 0.024 -0.021 0.03
C 2.2471 -3.4095 2.1427 0.007 0.025 -0.016 -1.01
C 2.2993 -3.3720 3.5295 -0.015 -0.017 0.009 -0.43
C 2.1475 -2.1643 4.1919 0.010 -0.004 0.021 -0.89
C 1.9329 -0.9943 3.4754 -0.029 -0.002 -0.041 -0.32
H -0.2971 -0.5309 1.5153 -0.054 -0.028 -0.072 0.37
H 3.8118 1.2066 2.3252 0.017 0.020 -0.004 0.47
H 4.1683 3.3674 3.4570 0.003 -0.009 0.000 0.39
H 2.2761 4.9316 3.7809 0.008 -0.008 0.011 0.40
H 0.0186 4.2917 3.0038 -0.007 -0.007 -0.014 0.41
H -0.3338 2.1233 1.8860 0.006 0.007 -0.006 0.48
H 2.0149 -2.2684 0.3447 -0.005 -0.023 -0.002 0.59
H 2.3683 -4.3479 1.6169 -0.010 -0.002 0.002 0.43
H 2.4543 -4.2849 4.0899 0.020 0.007 0.004 0.40
H 2.1952 -2.1275 5.2727 -0.012 -0.007 0.000 0.39
H 1.8113 -0.0565 4.0015 0.000 0.001 0.003 0.42
O -0.5412 0.1404 -3.6774 -0.143 0.233 -1.422 -0.53
C -1.7881 -0.1544 -4.2829 -0.208 0.046 -0.109 -0.70
C -2.9280 0.0737 -3.3147 -0.020 0.083 -0.004 0.58
C -4.2391 -0.0855 -3.7518 -0.013 0.021 -0.024 -0.95
C -5.2727 0.1663 -2.8712 0.041 -0.027 -0.011 -0.28
C -4.9724 0.5703 -1.5767 -0.021 0.011 0.001 -0.84
C -3.6436 0.6821 -1.2226 -0.060 -0.082 0.001 -0.49
N -2.6363 0.4352 -2.0668 -1.020 0.383 -0.440 0.31
H 0.1298 -0.4200 -4.0914 -0.052 -0.014 -0.008 0.36
H -1.8180 -1.1943 -4.6204 0.058 -0.002 0.025 0.40
H -1.9471 0.4908 -5.1524 0.036 -0.020 -0.009 0.41
H -4.4374 -0.3992 -4.7687 0.007 0.015 -0.006 0.47
H -6.3008 0.0481 -3.1867 -0.002 0.007 0.000 0.41
H -5.7528 0.7819 -0.8600 0.020 -0.003 0.020 0.41
H -3.3603 0.9664 -0.2146 -0.008 0.000 -0.003 0.49
N -0.5683 3.1855 -2.3022 0.018 0.066 -0.014 -0.76
N 0.0849 2.3166 -1.3703 0.222 0.569 0.122 -0.02
H -0.2242 4.1367 -2.2225 -0.029 0.002 0.048 0.25
H -1.5560 3.1896 -2.0847 -0.006 -0.054 -0.022 0.17
H 0.2059 2.7529 -0.4572 0.013 0.025 -0.023 0.23
H 1.0246 2.1404 -1.7182 -0.031 0.032 -0.068 0.30
O -1.3923 -1.9345 -0.2629 -0.533 -1.484 0.306 -0.40
N -1.0938 -3.1535 -0.0415 -0.179 -0.137 0.498 -0.49
C -0.4584 -3.8304 -0.9768 0.065 -0.016 -0.136 0.51
C -0.0870 -5.1847 -0.7256 -0.038 -0.044 0.004 0.03
N 0.2278 -6.2784 -0.5626 0.017 0.014 0.025 -0.49
C -0.1341 -3.2090 -2.2210 -0.227 0.323 0.146 0.51
N 0.0121 -2.5065 -3.1241 0.148 -0.360 -0.123 -0.54
```
Positions in Å, forces in eV/Å.



Entry 2:
DFT (ωB97M-V/def2-TZVPD) results for a structure of composition C23H22NO3S2 at a distorted geometry.

Values from the calculation:
- energy relative to the best compared isomer or geometry (same formula, charge and spin) (kcal per mole) = 11.70
- highest occupied orbital energy (eV) = -2.757
- E_LUMO (hartree) = 0.06123
- Kohn-Sham gap (eV) = 4.423
- total energy (eV) = -53511.87461
- total charge = -1
- largest force on an atom (Eh/bohr) = 0.0346

Structure (XYZ):
```
51
Properties=species:S:1:pos:R:3:forces:R:3:mulliken_charge:R:1
C -5.3271 -3.6227 -0.5007 0.109 -0.076 -0.167 -0.68
C -4.4799 -4.8844 -0.6289 0.313 0.222 0.082 -0.66
C -3.0042 -4.6559 -0.2702 -0.382 -0.286 0.185 -0.77
N -2.4422 -3.4035 -0.7582 1.173 0.031 0.032 0.14
C -1.0530 -3.2890 -0.6365 0.221 -0.546 -0.590 -0.02
S -0.0621 -4.6160 -0.3166 -0.304 -1.317 0.477 -0.52
S -0.1465 -1.9021 -0.9089 -1.009 1.411 -0.392 -0.39
C -3.2448 -2.1923 -0.7672 -0.134 0.365 -0.037 -0.57
C -4.6781 -2.4547 -1.2458 0.121 -0.185 0.034 -0.67
H -6.3208 -3.8295 -0.9067 -0.083 0.129 0.051 0.30
H -5.4584 -3.3699 0.5576 0.081 0.047 -0.012 0.32
H -4.8432 -5.6286 0.0839 -0.084 -0.171 -0.209 0.31
H -4.5671 -5.3047 -1.6406 0.001 0.160 0.126 0.33
H -2.9122 -4.7063 0.8342 0.100 0.030 -0.302 0.35
H -2.3972 -5.4819 -0.6799 -0.215 0.484 0.344 0.38
H -3.2988 -1.7452 0.2426 0.063 -0.139 -0.020 0.26
H -2.7283 -1.4322 -1.3903 -0.291 -0.588 0.307 0.34
H -4.6806 -2.6827 -2.3221 0.023 0.127 0.162 0.32
H -5.2713 -1.5517 -1.0708 0.085 0.022 -0.205 0.33
C -2.3009 2.7323 3.8601 0.421 -0.507 -0.061 -0.84
O -1.5067 1.5442 3.8736 -0.409 0.197 -0.029 -0.45
C -0.7693 1.2397 2.7751 0.839 -0.176 -0.740 1.06
C -0.6385 2.0870 1.6482 -0.150 -0.380 0.918 -0.39
C 0.2633 1.7530 0.6544 0.501 -0.902 0.147 -0.79
C 1.0099 0.5476 0.7124 -0.998 0.416 0.620 0.34
C 2.0219 0.2555 -0.2763 0.913 0.778 -0.008 -0.24
C 2.8885 1.2031 -0.7347 0.126 0.027 0.071 -0.05
C 3.9570 0.9404 -1.7584 -0.466 -0.973 0.204 -0.43
O 4.1898 -0.1016 -2.3554 -0.188 1.147 0.478 -0.65
C 4.7298 2.2095 -1.8641 0.567 0.611 -0.242 0.15
C 4.2670 3.1566 -0.9496 0.559 0.034 -0.307 -0.07
C 4.8656 4.4153 -0.8674 0.149 -0.134 -0.259 -0.36
C 5.9309 4.7152 -1.7290 -0.172 -0.415 -0.044 -0.43
C 6.3972 3.7554 -2.6480 -0.347 -0.083 0.270 -0.43
C 5.7961 2.4943 -2.7132 -0.125 0.226 0.146 -0.40
C 3.1446 2.5704 -0.1541 -0.850 0.031 0.647 0.63
O 2.6154 3.1104 0.8125 0.818 -0.310 -1.081 -0.67
C 0.7765 -0.3485 1.7917 0.317 0.571 -0.698 -0.23
C -0.0501 0.0162 2.8311 -0.459 0.779 0.058 -0.74
H -2.8732 2.6848 4.7789 -0.101 0.114 0.073 0.25
H -1.6683 3.6231 3.8595 -0.016 0.016 -0.038 0.33
H -2.9774 2.7551 3.0029 0.024 -0.024 -0.005 0.33
H -1.1667 3.0384 1.6032 0.085 -0.294 -0.032 0.35
H 0.4043 2.4507 -0.1668 -0.008 -0.293 0.069 0.45
H 2.1848 -0.7644 -0.6127 -0.247 -0.095 -0.022 0.66
H 4.5015 5.1475 -0.1554 0.013 -0.073 -0.018 0.46
H 6.4078 5.6964 -1.6956 -0.170 -0.275 0.037 0.37
H 7.2264 3.9954 -3.3131 -0.192 -0.031 0.173 0.37
H 6.1210 1.7323 -3.4094 0.101 0.038 -0.031 0.47
H 1.3069 -1.3008 1.8045 -0.185 0.225 0.011 0.46
H -0.1392 -0.6013 3.7200 -0.139 0.036 -0.174 0.40
```
Positions in Å, forces in eV/Å.



Entry 3:
DFT (ωB97M-V/def2-TZVPD) results for a structure of composition C23H23AgN4O6S2Se.

Values from the calculation:
- highest occupied orbital energy (eV) = -1.561
- E_LUMO (hartree) = 0.14423
- Kohn-Sham gap (eV) = 5.486
- total energy (eV) = -133482.82049
- total charge = -2
- largest force on an atom (Eh/bohr) = 0.0057

Structure (XYZ):
```
60
Properties=species:S:1:pos:R:3:forces:R:3:mulliken_charge:R:1
Ag -2.3232 -0.5550 0.0491 -0.182 -0.144 0.128 0.43
C 0.4410 2.8141 0.8196 0.006 0.033 -0.026 -1.44
N -0.8353 2.1539 0.7168 -0.008 -0.089 0.006 0.04
C -1.8683 2.8966 0.6425 -0.006 0.069 0.012 -0.01
C -3.2252 2.4404 0.5464 -0.018 0.001 -0.009 -0.20
C -4.3671 3.2478 0.5853 -0.018 -0.011 -0.007 -0.53
C -5.4623 2.3799 0.4809 0.014 0.014 0.002 -0.83
C -4.9231 1.0932 0.3753 -0.031 -0.009 0.002 -0.47
N -3.5812 1.1280 0.4165 0.003 0.190 0.063 0.03
C 1.0015 2.7865 2.2233 0.017 0.015 0.004 0.72
C 0.6530 1.7734 3.1129 -0.010 0.001 0.023 -0.14
C 1.2002 1.7422 4.3872 0.000 -0.003 -0.002 -0.61
C 2.1041 2.7170 4.7946 0.005 -0.005 -0.002 -0.39
C 2.4529 3.7332 3.9155 -0.011 -0.012 -0.007 -0.50
C 1.9000 3.7646 2.6408 0.007 -0.029 0.026 -0.38
H 0.3984 3.8650 0.4852 -0.011 0.003 0.005 0.42
H 1.1511 2.2859 0.1727 0.002 0.017 -0.008 0.18
H -1.7593 3.9959 0.6566 -0.004 -0.002 -0.026 0.24
H -4.3778 4.3249 0.6849 0.000 0.002 0.002 0.38
H -6.5109 2.6383 0.4727 -0.002 -0.002 0.003 0.40
H -5.4377 0.1488 0.2631 0.018 -0.008 -0.005 0.45
H -0.0475 1.0169 2.7854 0.006 0.000 0.001 0.52
H 0.9202 0.9459 5.0667 0.001 0.002 -0.002 0.37
H 2.5265 2.6888 5.7924 -0.002 0.000 0.001 0.35
H 3.1473 4.5064 4.2241 0.003 0.002 -0.002 0.35
H 2.1653 4.5648 1.9574 0.003 0.003 -0.006 0.31
O -5.4911 -2.2521 -2.1027 0.014 -0.011 0.037 -0.71
S -4.1176 -2.2460 -1.5584 0.024 0.145 -0.149 1.06
O -3.8498 -3.4421 -0.5917 -0.050 -0.116 0.025 -0.11
O -4.2649 -2.7742 0.6764 0.040 0.077 0.018 -0.74
C -3.1109 -2.8668 -2.9693 0.066 0.008 0.092 -0.02
C -3.7822 -2.8803 -4.1849 -0.037 -0.047 -0.032 -0.62
C -3.1196 -3.1402 -5.3747 0.007 0.004 0.014 -0.50
C -1.7515 -3.3584 -5.3547 0.003 -0.001 0.006 -0.49
C -1.0701 -3.3379 -4.1469 -0.036 -0.060 -0.011 -0.60
C -1.7315 -3.1074 -2.9426 0.050 0.008 -0.050 -0.06
S -0.6759 -3.2791 -1.4745 -0.066 -0.042 0.041 1.24
O 0.6710 -3.0898 -1.9982 0.016 0.030 0.003 -0.69
O -0.9428 -4.6138 -0.9928 0.059 -0.021 -0.004 -0.69
O -1.0571 -2.2239 -0.5267 0.149 -0.087 -0.237 -0.37
H -4.8459 -2.6779 -4.1596 0.002 0.008 -0.011 0.48
H -3.6670 -3.1540 -6.3109 -0.005 0.000 0.001 0.34
H -1.2087 -3.5415 -6.2757 -0.001 0.000 0.001 0.34
H -0.0034 -3.5077 -4.1092 0.004 0.005 -0.001 0.46
C 3.9582 0.4884 2.5894 -0.018 0.034 0.033 -0.79
N 4.4043 -0.0978 1.3457 0.005 -0.007 -0.042 0.23
C 5.7085 -0.2137 0.9034 -0.004 -0.022 0.005 -0.35
C 5.6681 -0.8334 -0.2953 0.006 0.005 0.005 -0.46
N 4.3440 -1.0944 -0.5766 0.008 0.010 -0.018 0.23
C 3.8066 -1.7294 -1.7666 -0.045 0.003 -0.020 -0.88
C 3.5464 -0.6301 0.4284 -0.018 -0.113 -0.090 -0.31
Se 1.7368 -0.7632 0.4633 -0.013 0.175 0.212 -0.22
H 4.8127 0.5896 3.2574 0.001 0.005 -0.006 0.30
H 3.2040 -0.1587 3.0333 0.000 -0.013 0.016 0.34
H 3.4965 1.4629 2.4248 0.018 -0.011 -0.014 0.21
H 6.5431 0.1422 1.4803 -0.004 0.005 0.002 0.38
H 6.4632 -1.1161 -0.9617 -0.004 -0.002 -0.004 0.38
H 4.6137 -2.2604 -2.2695 -0.002 -0.007 -0.004 0.30
H 3.3734 -0.9809 -2.4319 0.024 -0.002 -0.003 0.28
H 2.9965 -2.4088 -1.4952 0.022 0.000 0.012 0.36
```
Positions in Å, forces in eV/Å.